ORCA calculation (the ωB97M-V functional and the def2-TZVPD basis) on a structure of composition C69H60CdN3O2PSSb.

The geometry in XYZ format:
```
138
Properties=species:S:1:pos:R:3:forces:R:3:lowdin_charge:R:1
Cd -0.4309 -1.0296 1.0081 -0.1754 0.3401 -0.2379 1.3722
O -1.6089 0.7661 1.1799 -0.1238 -0.1039 0.1450 -0.3567
C -2.8158 0.8285 0.5610 -0.4317 0.3250 -0.4138 -0.5134
C -2.6015 0.9786 -0.9935 0.0058 0.0316 0.4454 -0.0558
C -2.3290 -0.3147 -1.6896 -0.2499 0.1318 -0.4868 -0.2846
C -3.1718 -0.7632 -2.7033 0.1239 -0.0380 -0.0003 -0.0510
C -2.8670 -1.9367 -3.3686 -0.0022 0.1067 0.0610 -0.0493
C -1.7409 -2.6410 -2.9935 0.1013 0.1897 0.0221 -0.0013
C -0.9432 -2.1304 -1.9691 -0.1505 -0.1647 -0.4007 -0.2686
C 0.2279 -2.8734 -1.4551 -0.2144 -0.2698 0.5414 -0.0621
C -0.2669 -3.7633 -0.2376 0.3829 -0.4026 -0.5163 -0.5260
O -0.9598 -3.0286 0.6586 -0.2403 -0.4738 -0.0952 -0.3164
C -1.1614 -4.8892 -0.7957 -0.1612 0.0558 0.1495 -0.1283
C -2.3574 -5.1368 -0.1338 0.0477 0.1707 0.1017 -0.0083
C -3.2481 -6.0954 -0.5808 -0.0514 -0.0700 0.0243 -0.0830
C -2.9541 -6.8304 -1.7167 -0.1472 -0.1306 -0.0453 -0.1142
C -1.7595 -6.6045 -2.3780 0.0283 -0.1285 -0.1347 -0.1008
C -0.8683 -5.6494 -1.9204 0.0013 -0.0729 0.0658 -0.0628
C 0.9724 -4.4311 0.3901 -0.0424 0.1453 0.1440 -0.1240
C 1.1067 -4.3961 1.7728 -0.1897 0.0712 0.0177 -0.0253
C 2.1893 -4.9847 2.3995 0.0114 -0.1502 0.0859 -0.0927
C 3.1549 -5.6332 1.6519 0.0895 -0.1920 0.0666 -0.1232
C 3.0365 -5.6711 0.2743 0.1007 -0.1592 -0.0158 -0.1033
C 1.9583 -5.0697 -0.3503 0.0845 0.0110 -0.0386 -0.0377
N -1.2338 -0.9891 -1.3498 0.0153 0.1173 0.2135 0.1276
C -3.6001 2.0490 1.0907 0.0948 0.1144 0.1071 -0.1261
C -4.7785 2.5256 0.5297 -0.0483 0.0079 -0.0931 -0.0437
C -5.4698 3.5795 1.1025 -0.1646 0.1314 -0.0424 -0.0994
C -4.9951 4.1927 2.2483 -0.0255 0.1391 0.0641 -0.1219
C -3.8082 3.7483 2.8041 -0.0327 0.0822 0.1129 -0.0936
C -3.1279 2.6877 2.2331 0.2034 -0.1313 0.0127 -0.0190
C -3.6895 -0.4091 0.8350 0.1308 -0.0238 0.2012 -0.1386
C -3.3486 -1.2536 1.8853 0.0489 0.1444 0.0116 -0.0477
C -4.0452 -2.4297 2.0991 -0.0931 -0.1316 0.0863 -0.0868
C -5.1084 -2.7740 1.2842 -0.0442 -0.0303 0.0707 -0.1043
C -5.4877 -1.9151 0.2672 -0.1145 -0.0171 -0.0941 -0.0808
C -4.7888 -0.7411 0.0500 -0.0636 -0.0733 0.0815 -0.0460
H -3.4370 1.4838 -1.4846 0.0893 0.0099 -0.0221 0.1108
H -1.7025 1.5992 -1.0739 -0.2040 0.0348 -0.0215 0.0793
H -4.0367 -0.1825 -2.9900 -0.0436 0.0817 0.0580 0.1104
H -3.4987 -2.2840 -4.1757 -0.0373 -0.0816 -0.0100 0.1051
H -1.4785 -3.5696 -3.4748 0.0578 -0.0502 -0.0221 0.1051
H 0.6792 -3.4779 -2.2371 0.1438 0.0319 -0.0116 0.1060
H 0.9583 -2.1698 -1.0503 0.1467 -0.0421 -0.1461 0.0884
H -2.5621 -4.5249 0.7313 -0.0921 0.0514 0.0594 0.0973
H -4.1732 -6.2671 -0.0428 -0.0091 0.0196 -0.0172 0.0948
H -3.6492 -7.5741 -2.0849 -0.0149 -0.0374 -0.0159 0.0900
H -1.5165 -7.1781 -3.2616 0.0160 -0.0590 -0.0929 0.0930
H 0.0523 -5.5084 -2.4648 0.1232 0.0504 -0.0634 0.0963
H 0.3426 -3.8872 2.3408 -0.0342 0.1067 0.0204 0.0965
H 2.2816 -4.9377 3.4763 -0.0060 0.0272 0.0825 0.0934
H 3.9996 -6.1024 2.1389 0.0741 -0.0162 0.0299 0.0967
H 3.7917 -6.1724 -0.3182 0.0371 0.0125 -0.0442 0.0979
H 1.9078 -5.1080 -1.4274 -0.0373 0.0228 -0.1307 0.0956
H -5.1922 2.0770 -0.3590 -0.0235 -0.1328 -0.1505 0.0961
H -6.3919 3.9258 0.6548 -0.0563 -0.0134 -0.0603 0.0948
H -5.5447 5.0071 2.7023 -0.0132 0.0486 -0.0056 0.0921
H -3.4146 4.2308 3.6906 0.0246 -0.0370 0.0271 0.0984
H -2.2116 2.3184 2.6679 0.1022 -0.0440 -0.0010 0.1123
H -2.5275 -0.9829 2.5427 -0.0588 -0.0060 -0.0754 0.0967
H -3.7488 -3.0903 2.8997 0.0727 -0.0581 0.1128 0.1046
H -5.6475 -3.6979 1.4431 -0.0026 -0.0760 0.0115 0.0945
H -6.3238 -2.1712 -0.3717 -0.0280 0.0162 -0.0243 0.0971
H -5.1141 -0.0942 -0.7499 0.0626 0.0871 -0.1224 0.0966
N 0.7050 -0.9917 2.7293 0.3046 0.0500 0.3783 -0.3872
P 2.2163 -0.8329 2.7881 1.4448 0.0754 0.2645 0.6442
C 2.8848 0.9017 2.8892 -0.4673 -0.3295 -0.1192 -0.2973
C 3.9593 1.4402 2.1923 -0.0074 -0.2712 0.1020 -0.0894
C 4.2787 2.7791 2.3397 0.1030 0.1731 -0.0373 -0.0927
C 3.5394 3.5844 3.1898 0.0065 0.0978 0.0076 -0.1040
C 2.4666 3.0510 3.8918 -0.0511 0.1045 0.0391 -0.0970
C 2.1347 1.7199 3.7269 0.0173 -0.0262 0.1070 -0.1058
C 2.9729 -1.5197 4.3169 -0.2808 0.1588 -0.2730 -0.2887
C 4.2669 -1.2163 4.7186 -0.0602 -0.0001 -0.0617 -0.0938
C 4.7963 -1.8152 5.8459 0.1847 0.0434 0.0574 -0.0944
C 4.0292 -2.7027 6.5843 0.0244 -0.0715 0.1207 -0.1039
C 2.7275 -2.9838 6.2025 0.0445 -0.1017 0.1700 -0.0929
C 2.2023 -2.3902 5.0699 -0.0820 0.0454 -0.1507 -0.0961
C 3.3314 -1.5255 1.4914 -0.5183 0.0846 0.1776 -0.2825
C 4.2722 -2.5255 1.6910 -0.0175 0.1910 0.1431 -0.0872
C 5.0066 -3.0051 0.6220 0.1389 -0.0219 -0.0701 -0.0974
C 4.7950 -2.5058 -0.6523 0.1190 -0.0262 -0.0760 -0.0891
C 3.8612 -1.5033 -0.8588 -0.0987 0.0599 -0.0840 -0.1003
C 3.1326 -1.0218 0.2120 -0.0344 0.0201 0.1141 -0.1733
H 4.5586 0.8131 1.5464 -0.0212 -0.0195 -0.0993 0.1026
H 5.1088 3.1926 1.7832 0.0563 0.0513 -0.0156 0.0973
H 3.7971 4.6289 3.3047 0.0042 0.0557 -0.0007 0.0933
H 1.8839 3.6778 4.5539 -0.0224 0.0456 0.0306 0.0975
H 1.2862 1.2744 4.2349 -0.0702 0.1200 0.0109 0.1016
H 4.8558 -0.5153 4.1417 0.0761 0.0257 -0.0253 0.1060
H 5.8103 -1.5906 6.1486 0.0483 0.0083 0.0472 0.0963
H 4.4496 -3.1696 7.4637 0.0206 -0.0472 0.0854 0.0931
H 2.1273 -3.6669 6.7870 -0.0465 -0.0523 0.0482 0.0974
H 1.1914 -2.5748 4.7343 -0.1366 -0.0678 -0.0043 0.0894
H 4.4321 -2.9265 2.6813 0.0124 -0.0683 0.0328 0.0988
H 5.7428 -3.7791 0.7886 0.0205 -0.0997 -0.0340 0.1014
H 5.3562 -2.9052 -1.4855 0.0699 -0.0028 -0.0763 0.0970
H 3.6837 -1.0865 -1.8406 0.0509 -0.0260 -0.1086 0.0692
H 2.4043 -0.2320 0.0556 0.0596 -0.0422 -0.0750 -0.0031
N 0.6003 2.4426 0.6531 -0.0630 -0.4174 0.2231 0.0081
H 1.3757 1.8338 0.9075 0.0570 0.0708 -0.0943 -0.0096
H -0.2479 1.8609 0.8133 0.1331 0.2327 0.0102 -0.0050
H 0.5790 3.1643 1.3681 -0.0067 0.0653 0.0049 0.0376
S 1.6926 0.9759 -2.0812 -0.2222 0.0345 0.0733 0.0899
Sb 0.6798 2.9910 -2.1879 -0.0078 0.4836 -0.3236 1.2627
C 1.9833 3.8648 -3.6821 -0.1939 0.0065 0.4104 -0.3412
C 2.0530 3.1549 -4.8745 -0.2310 -0.1529 0.0017 -0.1465
C 2.9949 3.4649 -5.8368 -0.0061 -0.0292 -0.0794 -0.0879
C 3.8937 4.4947 -5.6146 0.0810 0.0580 0.0437 -0.1016
C 3.8393 5.2024 -4.4272 0.1861 0.1145 -0.0696 -0.0997
C 2.8897 4.8868 -3.4671 0.0221 0.1893 0.1461 -0.1244
C -1.0272 2.8283 -3.4799 0.3599 0.0194 0.4410 -0.3504
C -1.8084 3.9373 -3.7550 -0.0322 0.2277 0.0710 -0.1214
C -2.8746 3.8326 -4.6300 -0.0653 0.1586 -0.0324 -0.0869
C -3.1419 2.6238 -5.2493 -0.0668 -0.1128 -0.0934 -0.0903
C -2.3416 1.5225 -4.9959 -0.1004 -0.0409 -0.2123 -0.0887
C -1.2901 1.6225 -4.1030 0.1863 -0.1727 0.0773 -0.1474
C -0.0407 4.6133 -0.9267 0.2926 -0.5984 -0.6620 -0.3371
C -1.3838 4.5985 -0.5918 -0.0700 -0.0879 -0.0818 -0.1357
C -1.9245 5.6319 0.1517 -0.0826 -0.0158 0.0061 -0.0672
C -1.1194 6.6744 0.5763 0.0119 0.0940 0.0871 -0.0879
C 0.2339 6.6599 0.2855 0.0510 0.0899 0.0626 -0.0907
C 0.7754 5.6258 -0.4615 0.2437 0.0725 -0.0899 -0.1272
H 1.3715 2.3305 -5.0336 -0.0129 -0.0972 -0.0919 0.0828
H 3.0478 2.8876 -6.7490 -0.0485 -0.0294 -0.0725 0.1004
H 4.6473 4.7306 -6.3522 0.0477 0.0254 -0.0670 0.0959
H 4.5608 5.9872 -4.2389 -0.0257 0.0593 0.0272 0.0976
H 2.8810 5.4432 -2.5423 0.0047 0.0856 0.0912 0.0753
H -1.5925 4.8848 -3.2772 -0.0405 0.0506 -0.0140 0.0974
H -3.4915 4.6967 -4.8326 -0.0573 0.0608 -0.0144 0.0992
H -3.9769 2.5367 -5.9297 -0.0569 0.0122 -0.0807 0.0976
H -2.5357 0.5854 -5.4993 -0.0364 -0.0807 0.0435 0.1035
H -0.6721 0.7626 -3.8737 0.0478 -0.0998 -0.0015 0.0758
H -2.0149 3.7755 -0.8900 -0.1481 -0.0469 -0.0810 0.0874
H -2.9749 5.6090 0.3969 -0.1412 -0.0184 0.0864 0.0994
H -1.5396 7.4902 1.1470 -0.0427 0.0426 0.0570 0.0989
H 0.8730 7.4566 0.6405 0.0502 0.0378 0.0229 0.0993
H 1.8372 5.6051 -0.6560 0.0980 0.0736 -0.0321 0.0858
```
Positions in Å, forces in eV/Å.

Values from the calculation:
Frontier orbital gap ... 0.271 hartree
LUMO energy ... 2.20 eV
HOMO level ... -5.163 eV
Charge ... -1

***

ORCA calculation (the ωB97M-V functional and the def2-TZVPD basis) on a cluster of 2 separate species, C11H21N2 in total.

The geometry in XYZ format:
```
34
Properties=species:S:1:pos:R:3:forces:R:3:lowdin_charge:R:1
C -2.5862 1.6887 -0.3193 -2.0169 0.7923 -1.2282 0.0553
C -2.2910 -1.1966 -1.1650 -0.5970 -1.9256 -3.1403 0.1789
C -1.8146 0.7633 0.1823 1.9172 -1.8531 1.1775 -0.1333
C -1.5000 -0.6417 -0.2567 0.6882 0.6597 0.6646 -0.2077
C -0.2661 -1.3390 0.1735 -0.7642 2.7806 -0.0925 0.0103
C 0.8202 -0.4700 0.8287 -0.7998 -0.5495 -0.1441 -0.3275
C -1.0741 -3.4205 1.2708 0.4213 1.5562 0.0960 -0.0113
C 2.0974 -0.2492 -1.4909 0.4737 0.4162 -1.0904 -0.0870
C 1.2401 3.2865 0.5203 2.3942 3.0357 -0.6508 -0.2121
C -0.1313 -2.7843 0.2126 4.1781 0.8520 3.3484 -0.1617
C 2.1110 -0.2644 0.0513 0.4241 -0.0470 1.4930 -0.1895
N 0.6466 -0.2051 2.0680 3.6739 1.2134 -2.5483 0.2329
N 0.8686 3.4022 -0.8624 -1.2874 0.9191 -1.8967 -0.0886
H -2.6048 2.6506 0.1854 -0.0198 -0.1015 -0.0977 0.0770
H -3.3352 1.6047 -1.1714 1.3438 -0.1562 1.0316 0.1036
H -1.8281 -1.9620 -1.8645 -1.0385 0.3602 1.2262 0.1244
H -3.3002 -0.8347 -1.5000 1.2665 -0.0120 0.5574 0.1233
H -1.1760 0.9426 1.0302 -0.2339 1.0037 0.2119 0.0750
H -0.8799 -3.1821 2.3358 -0.0613 0.1450 -0.8317 0.1108
H -0.9029 -4.4276 1.1011 0.0143 -2.1686 0.1214 0.0642
H -2.0548 -3.1598 0.9340 -0.8506 0.0039 0.3547 0.0759
H 3.1783 -0.0059 -1.9620 -2.6387 -0.5889 1.2698 0.1318
H 1.3743 0.5756 -1.7614 0.9790 -0.6973 -0.1216 0.0698
H 1.7077 -1.2110 -1.9916 0.6942 1.2738 0.9510 0.0871
H 2.2676 2.9360 0.5039 -0.0546 -0.9925 0.3149 0.0649
H 1.4516 4.2727 1.0180 -0.8916 -0.5231 -0.0615 0.0882
H 0.5710 2.7194 1.0620 -1.1660 -1.3452 1.3018 0.0211
H -0.3047 -3.2277 -0.6928 -0.8009 -1.1039 -2.5238 0.0971
H 1.0208 -3.0203 0.5034 -2.6757 0.4216 -0.7399 0.1907
H 2.7227 0.5243 0.5678 -0.9929 -0.0870 -0.8426 0.1323
H 2.5884 -1.1002 0.5493 0.8820 -0.9232 -0.7139 0.1108
H -0.2071 -0.4486 2.3949 -3.4720 -1.1982 1.5983 0.0249
H 1.6353 3.8651 -1.3804 -0.9722 -0.3028 0.3131 0.0754
H -0.0448 3.9188 -1.0750 1.9837 -0.8581 0.6924 0.0932
```
Positions in Å, forces in eV/Å.

Values from the calculation:
Frontier orbital gap ... 0.195 hartree
LUMO energy ... -6.36 eV
Energy above the lowest of the compared OMol25 structures with the same formula, charge and spin ... 114.8 kcal per mole
HOMO level ... -11.670 eV
Charge ... +1

***

ORCA calculation (the ωB97M-V functional and the def2-TZVPD basis) on the molecule C4H7NO2.

The geometry in XYZ format:
```
14
Properties=species:S:1:pos:R:3:forces:R:3:lowdin_charge:R:1
C 1.0039 0.7387 -0.7305 0.0222 0.0829 -0.0610 -0.0534
C 0.3295 -0.4213 0.0027 0.0682 0.0239 0.0134 -0.2581
C 1.1061 -0.8288 1.2474 0.3646 0.0606 0.0728 -0.2164
O 2.2222 -0.4352 1.4862 -0.5368 -0.1846 -0.0961 0.0652
C -1.1117 -0.1123 0.4016 -0.0708 -0.0183 0.1682 -0.5195
N -1.9690 0.1051 -0.6341 -0.0569 0.0574 0.0143 0.1674
O -1.4700 -0.0722 1.5661 0.1042 0.0045 -0.3768 0.0609
H 0.9248 1.6596 -0.1455 0.0178 -0.1189 -0.0609 0.0979
H 2.0656 0.5226 -0.8670 -0.1455 0.0253 0.0158 0.0832
H 0.5574 0.9163 -1.7142 0.0499 -0.0442 0.1459 0.0729
H 0.3154 -1.3108 -0.6475 -0.0169 0.0878 0.0917 0.1556
H 0.5886 -1.5432 1.9151 0.0867 0.1046 -0.0684 0.1323
H -1.6473 0.1984 -1.5833 -0.0083 -0.0324 0.1625 0.0980
H -2.9032 0.4139 -0.4113 0.1214 -0.0485 -0.0214 0.1138
```
Positions in Å, forces in eV/Å.

Values from the calculation:
Frontier orbital gap ... 0.387 hartree
LUMO energy ... 0.67 eV
Energy above the lowest of the compared OMol25 structures with the same formula, charge and spin ... 10.8 kcal per mole
HOMO level ... -9.871 eV
SMILES ... C[C@@H](C=O)C(N)=O